Record 1
{
  "formula": "C5H9AlO3",
  "method": "ωB97M-V/def2-TZVPD",
  "species": ["O", "C", "O", "C", "C", "H", "C", "H", "H", "H", "C", "H", "H", "H", "H", "H", "Al", "O"],
  "coordinates": [[1.05672, 2.01894, -0.46077], [0.39892, 1.00712, -0.15224], [-0.85954, 0.94922, -0.41066], [-1.72022, 0.02777, 0.31602], [1.26146, -0.83667, -0.09348], [0.89956, -1.71951, 0.45224], [2.71871, -0.94788, -0.48193], [2.89577, -1.88322, -1.03074], [3.03231, -0.17216, -1.21284], [3.41298, -0.97748, 0.38945], [-3.14922, 0.38370, 0.00530], [-1.49600, 0.13103, 1.38440], [-1.45975, -0.98717, -0.00484], [-3.41297, 1.36507, 0.41891], [-3.80019, -0.37243, 0.46393], [-3.33132, 0.38372, -1.07655], [2.41629, 1.35497, 0.52555], [1.13648, 0.27499, 0.96824]],
  "atomic_forces_ev_per_a": [[1.30, -0.61, -0.70], [-4.50, 1.73, 0.78], [3.15, -0.30, 0.40], [-1.19, -1.31, 0.96], [2.37, -1.68, 2.73], [-0.81, 0.16, -0.92], [-0.44, 0.45, -1.20], [-0.05, 0.07, 0.04], [0.08, -0.12, 0.10], [-0.45, -0.05, 0.03], [-0.21, 0.16, -0.16], [0.02, 0.09, -0.21], [-0.10, 0.21, -0.12], [0.07, -0.27, -0.11], [0.19, 0.19, -0.09], [0.04, -0.04, 0.27], [3.87, 2.67, 0.39], [-3.34, -1.35, -2.19]],
  "nbo_charge": [-0.6622, 0.9521, -0.3268, -0.0931, 0.2138, 0.2665, -0.8458, 0.3634, 0.2685, 0.3090, -0.6462, 0.2179, 0.2124, 0.2510, 0.2728, 0.2531, 1.6626, -0.6690],
  "total_charge": 2,
  "homo_energy_ev": [-19.8, -18.7],
  "e_lumo_ev": [-11.7, -12.4],
  "homo_lumo_gap_ev": [8.117, 6.297]
}

***

Record 2
{
  "formula": "C5H9B",
  "method": "ωB97M-V/def2-TZVPD",
  "species": ["B", "C", "C", "C", "C", "C", "H", "H", "H", "H", "H", "H", "H", "H", "H"],
  "coordinates": [[0.13102, 1.06810, -0.21848], [-0.59827, -0.20051, 0.36951], [-0.12864, -1.56303, 0.38528], [-1.06678, 0.51739, -0.98833], [-0.78697, -2.64151, 0.90207], [1.32033, 2.05804, -0.45780], [-1.37633, -0.08488, 1.16691], [0.91504, -1.62166, 0.27781], [-0.98569, 0.06842, -1.98235], [-2.07563, 1.10803, -0.99044], [-1.83628, -2.68406, 1.22445], [-0.07769, -3.40449, 1.11225], [1.65904, 2.48205, 0.52285], [1.03185, 3.03779, -1.01929], [2.04280, 1.68545, -1.09504]],
  "atomic_forces_ev_per_a": [[-0.30, -0.44, -1.07], [-2.17, 2.00, -0.47], [-1.28, -1.49, 1.77], [-1.76, 1.22, 0.17], [1.15, 2.06, -0.75], [-2.46, 3.30, 1.85], [0.66, 0.39, -0.77], [1.32, -0.75, -0.54], [0.35, -0.23, 0.40], [1.80, -1.20, 0.47], [0.62, 0.11, -0.25], [-0.26, -1.30, 0.10], [0.55, -0.76, -0.84], [-0.16, -1.74, 0.74], [1.95, -1.17, -0.81]],
  "nbo_charge": [0.8697, -0.5825, -0.1625, -0.7831, -0.4040, -1.0088, 0.2504, 0.1860, 0.2466, 0.2500, 0.2014, 0.1979, 0.2389, 0.2400, 0.2599],
  "homo_energy_ev": -8.7,
  "e_lumo_ev": 0.6,
  "homo_lumo_gap_ev": 9.332,
  "smiles": "C=C[C@@H]1CB1C"
}

***

Record 3
{
  "formula": "C5H9BN",
  "method": "ωB97M-V/def2-TZVPD",
  "species": ["B", "C", "C", "C", "C", "C", "N", "H", "H", "H", "H", "H", "H", "H", "H", "H"],
  "coordinates": [[-1.45283, -0.67665, 0.03610], [-0.95500, -2.14893, -0.04133], [0.02725, -1.39483, 0.24772], [0.21901, 0.58229, 0.42666], [-2.79770, 0.05754, -0.09746], [2.26470, -0.65342, -0.42953], [1.13882, -0.57100, 0.52356], [0.37283, 1.18266, -0.45440], [0.09422, 1.13981, 1.34204], [-2.79584, 0.75247, -0.93736], [-3.00711, 0.66564, 0.78276], [-3.64311, -0.61128, -0.24417], [1.91001, -1.01355, -1.39525], [2.70887, 0.33379, -0.55497], [3.02365, -1.34515, -0.06465], [1.49417, -0.70168, 1.47606]],
  "atomic_forces_ev_per_a": [[1.08, 1.34, 0.34], [0.06, -0.51, -0.05], [0.08, 0.37, 0.24], [-2.55, -0.25, -0.47], [-0.14, -0.01, 0.01], [0.97, -0.09, -0.86], [0.31, -0.78, 0.35], [0.27, -0.03, -0.19], [0.13, -0.10, 0.19], [0.18, 0.09, -0.11], [0.10, 0.07, 0.12], [0.12, -0.19, 0.02], [-0.14, 0.11, 0.14], [-0.13, -0.02, 0.19], [-0.19, 0.00, 0.09], [-0.14, 0.00, -0.02]],
  "nbo_charge": [0.7895, -0.0975, -0.0196, -0.3975, -1.0279, -0.4229, -0.3898, 0.2474, 0.2539, 0.2845, 0.2801, 0.2799, 0.2518, 0.2505, 0.2528, 0.4649],
  "total_charge": 1,
  "homo_energy_ev": -13.8,
  "e_lumo_ev": -3.8,
  "homo_lumo_gap_ev": 9.986
}

***

Record 4
{
  "formula": "C5H9BNO3S",
  "method": "ωB97M-V/def2-TZVPD",
  "species": ["B", "C", "C", "C", "C", "C", "N", "O", "O", "O", "S", "H", "H", "H", "H", "H", "H", "H", "H", "H"],
  "coordinates": [[0.83304, -0.64593, 0.04478], [-2.44766, -1.30148, 0.35084], [-0.68942, 1.07913, 1.12810], [-1.84169, 1.92644, 0.66595], [-1.57136, -0.32431, -0.61935], [1.00688, -1.96368, -0.77363], [-0.39185, 0.01332, 0.08477], [-3.22563, -0.85474, 1.18063], [-2.02754, -2.40646, -0.01768], [1.95213, -0.09583, 0.72465], [-2.31075, 1.37783, -0.99731], [0.20576, 1.48190, 1.38645], [-1.01047, 0.59252, 2.14043], [-2.69549, 2.01271, 1.39159], [-1.44134, 2.97214, 0.55503], [-1.25172, -0.77953, -1.64169], [0.61869, -1.69833, -1.71786], [0.34622, -2.59149, -0.23994], [2.07614, -2.21483, -0.67949], [2.70072, -0.48244, 0.28371]],
  "atomic_forces_ev_per_a": [[0.44, 0.55, 0.13], [1.34, 0.97, -2.78], [-2.25, -4.25, 1.03], [-0.07, 2.52, -0.03], [-0.73, 0.44, -1.26], [1.42, 1.51, 1.32], [0.17, 1.81, 2.07], [-0.23, -0.04, 0.47], [-0.60, -1.90, 1.12], [-0.88, 0.13, -0.04], [0.05, -0.71, 0.35], [2.50, 2.00, 0.23], [0.30, 0.31, -1.78], [0.81, -0.62, -0.80], [-0.52, -0.69, -0.01], [-1.10, 0.53, 1.87], [-0.08, -0.50, -1.50], [-0.65, -1.38, 0.15], [-0.49, -0.51, -0.68], [0.59, -0.18, 0.15]],
  "nbo_charge": [1.0143, 0.7726, -0.2202, -0.5491, -0.2173, -0.9920, -0.6998, -0.7382, -0.7748, -0.8983, 0.0934, 0.2053, 0.1904, 0.2268, 0.2001, 0.2162, 0.2308, 0.2822, 0.1871, 0.4706],
  "total_charge": -1,
  "homo_energy_ev": -3.7,
  "e_lumo_ev": 3.1,
  "homo_lumo_gap_ev": 6.793,
  "smiles": "CB(O)N1CCS[C@@H]1C(=O)[O-]"
}

***

Across the entries above, energy relative to the best compared isomer or geometry (same formula, charge and spin) takes the values 197.5, 213.8, 83.5, 0.0 kJ/mol, respectively.